(1)
14
Properties=species:S:1:pos:R:3 method="wB97M-V/def2-TZVPD" homo_lumo_gap_ev=10.4434
C 1.5723 0.1193 -0.7738
C 2.3632 1.2440 2.3365
C -1.9477 -1.1306 -0.2548
C -0.6528 -0.2917 -0.2293
N 0.3883 -0.7780 -0.7784
O 1.9255 2.2862 2.2836
O -0.7321 0.8176 0.4975
H 1.7681 0.4149 0.3637
H 2.3789 -0.5439 -1.0590
H 1.2618 0.7907 -1.5360
H -1.5978 -1.9902 -0.8519
H -2.8063 -0.6335 -0.7719
H -2.4016 -1.5944 0.6881
H -1.5199 1.2895 0.0856

(2)
105
Properties=species:S:1:pos:R:3 method="wB97M-V/def2-TZVPD" homo_lumo_gap_ev=1.1291 total_charge=+3
Hf 1.6725 -2.6983 -3.7534
P -1.1757 -0.1740 0.2980
F -0.2673 -0.5670 -1.0082
F -0.4655 1.2586 0.3980
F -2.2143 0.4449 -0.7286
F -2.2009 0.3432 1.4750
F -1.8542 -1.6150 0.2505
F -0.1051 -0.7223 1.4137
C -1.2788 0.7962 5.3831
N -2.2607 1.5636 6.1803
O -2.0154 1.7902 7.3251
O -3.2820 1.9010 5.5956
H -1.8035 -0.0342 4.9107
H -0.5950 0.4018 6.1347
H -0.8406 1.4575 4.6356
O 1.7321 -3.8207 0.2463
S 2.1515 -4.4776 1.5111
O 2.9730 -5.7192 1.3993
O 2.9287 -3.3782 2.4309
C 3.5648 -3.7904 3.6650
C 3.9197 -2.5768 4.5214
C 0.6631 -4.9238 2.6071
H 4.5260 -4.2769 3.4989
H 2.9728 -4.4899 4.2553
H 4.7432 -1.9530 4.1737
H 4.1067 -2.9036 5.5444
H 3.0167 -1.9726 4.6088
H 1.0435 -5.2322 3.5809
H 0.0591 -5.7393 2.2091
H 0.0773 -4.0066 2.6671
O -8.2006 0.8668 -0.4599
S -8.5142 1.6344 0.7362
O -9.1911 2.9258 0.6528
O -9.3821 0.6509 1.7365
C -8.8151 -0.5594 2.1712
C -9.8564 -1.5607 2.6028
C -6.9544 1.7986 1.8103
H -8.1452 -0.3803 3.0122
H -8.1698 -0.9581 1.3884
H -10.1772 -1.1795 3.5723
H -9.4657 -2.5767 2.5457
H -10.7012 -1.5162 1.9156
H -7.2460 2.0669 2.8258
H -6.3801 2.5589 1.2811
H -6.4010 0.8602 1.8443
O -2.4887 -3.0185 -3.8624
S -3.8658 -2.8437 -4.3372
O -4.2792 -1.5822 -4.9520
O -4.1257 -4.0679 -5.3835
C -5.4042 -4.1079 -6.1401
C -5.5928 -5.6119 -6.1915
C -5.0765 -3.3234 -2.9411
H -5.3286 -3.7344 -7.1613
H -6.2884 -3.7560 -5.6087
H -4.7773 -6.0866 -6.7372
H -6.5864 -5.8024 -6.5971
H -5.5035 -6.0687 -5.2059
H -4.9610 -2.6229 -2.1141
H -4.7884 -4.3462 -2.6980
H -6.0905 -3.2541 -3.3350
O 0.5675 1.1117 -4.9969
S 0.2241 2.5163 -5.3441
O 0.8680 3.6117 -4.6355
O 0.5125 2.5899 -6.9863
C 0.2103 3.7916 -7.6729
C 0.8785 3.7810 -9.0260
C -1.5734 2.7959 -5.4290
H 0.3171 4.7249 -7.1201
H -0.8658 3.7632 -7.8439
H 1.9408 4.0039 -8.9265
H 0.5094 4.5370 -9.7190
H 0.6707 2.8065 -9.4679
H -2.0705 2.2536 -6.2333
H -1.7144 3.8690 -5.5583
H -2.0737 2.5358 -4.4962
O 4.2915 -0.2444 -1.5967
S 5.2716 0.4942 -0.8186
O 5.4695 0.2202 0.6051
O 6.8205 0.4270 -1.5243
C 8.0344 0.7583 -0.7892
C 9.2013 0.9977 -1.7678
C 4.8893 2.3186 -1.0201
H 8.1434 0.0198 0.0050
H 7.8627 1.7179 -0.3015
H 10.1523 1.3781 -1.3949
H 8.8176 1.6247 -2.5726
H 9.3354 0.0094 -2.2077
H 3.8443 2.4943 -0.7649
H 4.9906 2.6423 -2.0560
H 5.4796 2.8285 -0.2587
O 5.9656 3.7410 7.6021
S 6.1922 2.5113 6.8288
O 6.2677 1.2130 7.5228
O 5.0334 2.3474 5.6859
C 4.7308 3.3909 4.8382
C 3.3680 3.0822 4.1792
C 7.6406 2.7864 5.6965
H 5.4382 3.4596 4.0117
H 4.7378 4.3930 5.2670
H 3.2416 3.4461 3.1596
H 2.6071 3.4793 4.8511
H 3.1677 2.0279 3.9882
H 7.5298 3.8209 5.3715
H 7.5047 2.1082 4.8541
H 8.5346 2.5241 6.2621

(3)
53
Properties=species:S:1:pos:R:3 method="wB97M-V/def2-TZVPD" homo_lumo_gap_ev=8.4510 smiles="CCNC(=S)N1CCN(c2nc(CC)nc3sc4c(c23)CCCC4)CC1"
C 1.0893 -5.5873 -0.8102
C 0.8159 -4.2358 -1.4518
N -0.1480 -3.4960 -0.6705
C -1.0336 -2.6291 -1.1988
S -1.0536 -2.3299 -2.8318
N -1.9612 -2.0699 -0.3735
C -2.6163 -0.8360 -0.7517
C -2.1616 0.2883 0.2027
N -0.8999 -0.0862 0.8109
C -0.0043 0.8864 1.1979
N 0.4366 0.7996 2.4487
C 1.2367 1.7419 2.9341
C 1.6640 1.6078 4.3623
C 0.5599 2.1128 5.2919
N 1.6334 2.8117 2.2716
C 1.2848 2.8516 0.9965
S 1.8462 4.0907 -0.0781
C 1.1150 3.2553 -1.4307
C 0.4420 2.1315 -1.0779
C 0.4894 1.8921 0.3348
C -0.1340 1.2295 -2.1261
C 0.5704 1.4566 -3.4616
C 0.5154 2.9375 -3.8219
C 1.3350 3.7512 -2.8188
C -1.0517 -1.2028 1.7286
C -1.9739 -2.2411 1.0620
H 1.5191 -5.4645 0.1827
H 1.7911 -6.1485 -1.4201
H 0.1688 -6.1601 -0.7246
H 1.7488 -3.6638 -1.5417
H 0.3998 -4.3591 -2.4542
H -0.0091 -3.5217 0.3268
H -2.3471 -0.6229 -1.7870
H -3.7017 -0.9675 -0.6947
H -2.9131 0.4386 0.9940
H -2.0473 1.2309 -0.3269
H 2.5698 2.1949 4.5103
H 1.8657 0.5567 4.5721
H 0.3505 3.1603 5.0890
H -0.3508 1.5389 5.1372
H 0.8665 2.0124 6.3302
H -0.0306 0.1892 -1.8161
H -1.1989 1.4389 -2.2660
H 0.0849 0.8541 -4.2299
H 1.6114 1.1364 -3.3882
H 0.9030 3.1028 -4.8281
H -0.5243 3.2712 -3.8036
H 1.0796 4.8121 -2.8819
H 2.4014 3.6649 -3.0528
H -1.4674 -0.8791 2.6923
H -0.0536 -1.6032 1.9187
H -1.7038 -3.2597 1.3424
H -3.0086 -2.0831 1.3817

(4)
74
Properties=species:S:1:pos:R:3 method="wB97M-V/def2-TZVPD" homo_lumo_gap_ev=1.0987 total_charge=+2
C 6.9969 -3.4159 1.6189
C 5.6149 -3.9419 1.4795
C 5.1131 -4.8711 2.5304
C 4.8040 -3.6279 0.3959
C 4.8123 -2.3606 -0.3554
C 3.5259 -1.5458 -0.0367
C 3.5825 -0.1038 -0.5559
C 4.7690 0.6477 0.0688
C 2.2664 0.5935 -0.1558
C 1.7282 1.5225 -1.2427
C 0.4598 2.2819 -0.8209
C 0.5129 3.7691 -1.1535
C -0.7230 4.5130 -0.6380
C -0.6893 4.7242 0.8821
C -2.0376 4.8194 1.6146
S -3.4369 5.4888 0.7586
O -3.9010 4.6011 -0.2511
O -4.4108 5.8986 1.7613
Cl -2.7681 7.1879 -0.0538
O -0.7144 1.7872 -1.4628
C -1.1402 0.5298 -1.1403
Br -1.6881 0.4577 0.7975
C -2.3300 0.1741 -2.0216
N -2.2776 -1.2145 -2.4602
C -2.3179 -2.2245 -1.4227
C -3.6288 -2.4909 -0.7288
C -3.6471 -3.5181 0.2505
C -4.8029 -3.8291 0.9279
C -5.9572 -3.1274 0.6528
C -5.9703 -2.1039 -0.3279
C -7.2366 -1.3575 -0.5973
C -4.8031 -1.8173 -1.0078
H 7.6778 -4.2738 1.6001
H 7.2772 -2.7501 0.8075
H 7.1296 -2.9092 2.5804
H 5.8784 -5.0900 3.2711
H 4.7676 -5.8112 2.0877
H 4.2489 -4.4300 3.0355
H 4.0875 -4.3842 0.0799
H 5.7018 -1.7857 -0.1100
H 4.8059 -2.5885 -1.4280
H 3.3532 -1.5284 1.0434
H 2.6765 -2.0738 -0.4788
H 3.7068 -0.1166 -1.6414
H 5.7094 0.4399 -0.4378
H 4.5893 1.7224 0.0241
H 4.8492 0.3872 1.1269
H 2.4476 1.1808 0.7502
H 1.5095 -0.1474 0.1178
H 2.4978 2.2400 -1.5331
H 1.4768 0.9249 -2.1238
H 0.3559 2.1916 0.2659
H 0.5762 3.8859 -2.2360
H 1.4056 4.1858 -0.6796
H -0.7402 5.4934 -1.1161
H -1.6252 3.9992 -0.9641
H -0.1713 3.8912 1.3614
H -0.1105 5.6185 1.1141
H -1.9496 5.4700 2.4867
H -2.4056 3.8475 1.9509
H -0.3530 -0.2223 -1.2068
H -2.2340 0.8079 -2.9044
H -3.2603 0.4603 -1.5213
H -3.0250 -1.4031 -3.1170
H -2.0272 -3.1802 -1.8806
H -1.5608 -2.0219 -0.6629
H -2.7362 -4.0641 0.4668
H -4.7941 -4.6242 1.6598
H -6.8654 -3.3744 1.1880
H -7.0796 -0.5488 -1.3063
H -7.5976 -0.9121 0.3342
H -8.0218 -2.0284 -0.9488
H -4.8293 -1.0500 -1.7698
Pd -5.0472 7.1258 3.4084